{"formula": "C18H24N2RuS5", "method": "ωB97M-V with the def2-TZVPD basis set", "species": ["Ru", "C", "C", "S", "C", "C", "S", "C", "C", "S", "C", "C", "S", "H", "H", "H", "H", "H", "H", "H", "H", "H", "H", "H", "H", "H", "H", "H", "H", "S", "C", "C", "C", "N", "C", "C", "C", "C", "C", "N", "C", "C", "H", "H", "H", "H", "H", "H", "H", "H"], "positions_angstrom": [[-0.42840, 0.81190, 0.17790], [-3.04690, 2.29310, 1.33380], [-3.69310, 1.01940, 0.82790], [-2.50990, -0.33430, 0.42650], [-2.30150, -1.32810, 1.96580], [-1.19420, -0.85390, 2.88680], [0.39020, -0.58910, 1.98220], [1.15360, 0.75000, 2.98530], [2.13590, 1.56890, 2.17140], [1.46540, 2.20590, 0.57750], [0.76420, 3.88010, 0.91600], [-0.69470, 3.89190, 1.32310], [-1.71760, 2.85750, 0.19100], [-2.61490, 2.16140, 2.32780], [-3.79630, 3.08920, 1.38500], [-4.23320, 1.18570, -0.10870], [-4.40530, 0.63530, 1.56120], [-2.11340, -2.34270, 1.60720], [-3.26160, -1.32810, 2.48720], [-0.99940, -1.62270, 3.64380], [-1.45400, 0.07300, 3.40430], [1.68600, 0.26620, 3.80980], [0.35040, 1.36140, 3.40640], [3.00090, 0.97190, 1.86480], [2.49940, 2.42130, 2.75180], [0.92020, 4.42420, -0.01880], [1.38310, 4.35280, 1.68520], [-1.08290, 4.91620, 1.25480], [-0.83990, 3.53860, 2.34680], [0.25810, -0.92110, -6.36610], [0.42920, -0.64770, -4.59070], [-0.36070, -1.43150, -3.75250], [-0.45300, -1.09610, -2.41000], [0.17120, -0.03810, -1.89490], [0.95950, 0.68960, -2.68520], [1.12680, 0.42170, -4.03930], [1.82230, -1.59140, -6.98640], [1.73200, -2.92910, -7.36610], [2.83430, -3.48140, -8.03130], [3.85160, -2.72450, -8.26820], [4.00360, -1.48100, -7.93790], [2.95780, -0.84060, -7.25930], [-0.92500, -2.26980, -4.13170], [-1.06580, -1.69740, -1.74560], [1.47150, 1.53430, -2.23580], [1.74270, 1.08190, -4.62860], [0.85470, -3.53520, -7.18990], [2.83240, -4.51370, -8.37340], [4.91090, -0.95980, -8.23080], [3.05370, 0.20870, -7.02060]], "forces_ev_per_a": [[0.3, -0.4, -0.8], [-0.1, 0.1, 0.1], [0.0, 0.0, -0.3], [0.3, 0.4, 0.5], [0.2, -0.1, -0.2], [0.0, -0.1, 0.3], [-0.4, 0.6, -0.3], [0.0, 0.0, 0.3], [0.1, -0.2, -0.2], [-0.5, 0.0, 0.5], [0.0, 0.0, -0.2], [-0.1, 0.2, 0.1], [0.3, -0.6, 0.4], [0.0, 0.0, -0.1], [0.1, 0.0, 0.0], [0.0, 0.0, 0.1], [0.0, 0.0, -0.1], [-0.1, 0.0, 0.0], [0.0, -0.1, 0.0], [0.0, 0.1, -0.1], [0.1, -0.1, -0.1], [0.0, 0.0, 0.0], [0.1, -0.1, -0.1], [-0.1, 0.1, 0.1], [0.0, -0.1, -0.1], [0.1, 0.0, 0.1], [0.0, -0.1, -0.1], [0.0, -0.2, 0.0], [0.0, 0.0, -0.1], [0.2, 0.2, 0.1], [0.0, -0.1, -0.5], [0.1, 0.2, 0.3], [-0.4, -0.6, -0.4], [-0.3, 0.5, 1.2], [0.6, 0.4, -0.7], [-0.1, 0.0, 0.5], [-0.7, -0.2, 0.4], [0.8, 0.4, -0.2], [-0.8, -1.6, -0.3], [-0.7, 0.5, 0.6], [0.9, 1.3, -0.1], [0.1, -0.5, -0.2], [0.0, -0.1, 0.0], [0.1, 0.1, -0.1], [0.0, -0.1, -0.1], [0.0, 0.0, -0.1], [0.1, 0.0, 0.0], [0.1, 0.0, 0.0], [0.0, 0.0, 0.0], [0.0, 0.0, -0.1]], "homo_ev": [-19.6, -19.6], "lumo_ha": [-0.48716, -0.52694], "multiplicity": 5, "total_charge": 4, "s_squared": 6.026}

---

{"formula": "C18H24N4O5S", "method": "ωB97M-V with the def2-TZVPD basis set", "species": ["C", "O", "C", "C", "N", "N", "C", "N", "C", "O", "C", "C", "C", "C", "S", "O", "O", "N", "C", "C", "C", "C", "C", "C", "C", "C", "C", "O", "H", "H", "H", "H", "H", "H", "H", "H", "H", "H", "H", "H", "H", "H", "H", "H", "H", "H", "H", "H", "H", "H", "H", "H"], "positions_angstrom": [[-9.70759, -1.54283, -0.05104], [-9.04131, -0.79314, -1.04530], [-8.49538, 0.41256, -0.57960], [-7.28651, 0.19753, 0.27075], [-7.20481, -0.40764, 1.40770], [-5.90776, -0.40389, 1.77994], [-5.26546, 0.21611, 0.83662], [-3.91727, 0.42998, 0.83057], [-3.22959, 1.17077, -0.11475], [-3.77775, 1.73116, -1.02921], [-1.75772, 1.21917, 0.11628], [-1.08049, 2.35377, -0.32759], [0.28869, 2.45753, -0.15787], [0.97380, 1.41693, 0.43887], [2.75217, 1.50325, 0.67113], [3.04127, 1.12933, 2.02351], [3.21273, 2.78082, 0.20324], [3.23491, 0.25482, -0.34003], [3.12604, 0.65165, -1.72646], [4.45094, -0.42288, 0.09264], [4.52849, -1.84832, -0.45352], [5.72553, -2.56356, 0.16842], [7.01640, -1.80712, -0.13306], [6.93118, -0.37149, 0.37842], [5.73242, 0.34389, -0.23842], [0.32130, 0.27570, 0.86498], [-1.04945, 0.17341, 0.70785], [-6.06813, 0.62453, -0.15453], [-9.03917, -1.78431, 0.78033], [-10.04323, -2.45523, -0.53866], [-10.57228, -0.99059, 0.33482], [-8.19588, 0.98068, -1.46320], [-9.24326, 0.98093, -0.00496], [-3.44205, 0.06293, 1.64246], [-1.64571, 3.14249, -0.80038], [0.84003, 3.32775, -0.47757], [2.08219, 0.89688, -1.92185], [3.41813, -0.17609, -2.36752], [3.73715, 1.53090, -1.95004], [4.34873, -0.47274, 1.18139], [3.60296, -2.37881, -0.22468], [4.64925, -1.82749, -1.53844], [5.79032, -3.58113, -0.22243], [5.58668, -2.62640, 1.24952], [7.86123, -2.31738, 0.33333], [7.18659, -1.79787, -1.21228], [7.84906, 0.16598, 0.13272], [6.82595, -0.37759, 1.46511], [5.86111, 0.39873, -1.32195], [5.64880, 1.36081, 0.15074], [0.89937, -0.51304, 1.31843], [-1.55266, -0.73147, 1.01561]], "forces_ev_per_a": [[0.0, -0.1, 0.1], [0.1, 0.0, -0.3], [0.0, 0.1, -0.1], [-0.3, -0.3, 0.5], [-1.2, 0.2, -0.5], [1.6, 0.2, 0.1], [-0.8, -0.4, 0.4], [0.2, 0.1, -0.1], [0.0, -0.1, 0.2], [0.1, 0.1, -0.1], [0.4, 0.2, -0.1], [-0.2, -0.2, 0.1], [0.1, 0.1, 0.0], [0.4, 0.0, 0.0], [-0.4, -0.2, -0.2], [0.0, -0.3, 0.1], [-0.2, 0.0, -0.2], [-0.5, 0.7, 0.8], [0.0, 0.2, -0.4], [0.4, -0.2, 0.1], [-0.1, 0.1, 0.3], [0.1, 0.0, -0.3], [0.0, 0.0, 0.3], [0.1, 0.0, -0.3], [-0.1, 0.0, 0.3], [0.0, -0.1, 0.1], [0.0, 0.2, 0.0], [0.3, 0.1, -0.1], [-0.1, 0.0, -0.1], [0.0, 0.0, 0.1], [0.0, 0.0, 0.0], [-0.1, 0.0, 0.2], [0.1, 0.0, -0.1], [-0.1, 0.1, -0.1], [0.0, 0.1, 0.0], [0.0, 0.1, -0.1], [0.0, 0.0, -0.2], [0.0, 0.0, 0.0], [0.0, -0.1, -0.1], [0.2, -0.2, -0.1], [-0.1, 0.0, 0.0], [0.0, 0.0, -0.1], [0.0, 0.0, 0.1], [0.0, -0.1, 0.1], [0.0, 0.0, -0.1], [0.1, 0.0, -0.1], [0.0, 0.0, 0.1], [0.0, 0.0, 0.1], [0.0, 0.1, -0.1], [0.1, 0.1, -0.1], [0.0, -0.2, 0.1], [0.0, -0.1, 0.0]], "homo_ev": -9.4, "lumo_ha": -0.01204, "total_charge": 0, "relative_energy_kcal_mol": 48.2}

---

{"formula": "C18H24NO", "method": "ωB97M-V with the def2-TZVPD basis set", "species": ["C", "C", "C", "C", "C", "C", "O", "C", "C", "C", "C", "N", "C", "C", "C", "C", "C", "C", "C", "C", "H", "H", "H", "H", "H", "H", "H", "H", "H", "H", "H", "H", "H", "H", "H", "H", "H", "H", "H", "H", "H", "H", "H", "H"], "positions_angstrom": [[2.21615, 3.24536, 0.75618], [1.06747, 2.74483, -0.05887], [0.03562, 3.60295, -0.42859], [-1.00389, 3.15761, -1.22077], [-1.04238, 1.84478, -1.66471], [-0.01805, 0.98970, -1.29750], [0.02373, -0.35915, -1.66888], [-0.42336, -0.72289, -2.97466], [-1.79094, -1.41153, -2.99207], [-1.81773, -2.81277, -2.36532], [-2.07222, -2.81553, -0.86093], [-0.91938, -2.27028, -0.11060], [-1.21314, -1.90926, 1.30048], [-0.02265, -1.23720, 1.93079], [-0.07885, 0.10410, 2.28309], [1.01208, 0.71345, 2.87814], [2.17262, -0.00697, 3.10230], [2.23942, -1.34294, 2.74078], [1.14390, -1.95817, 2.16276], [1.02524, 1.42934, -0.49512], [2.79552, 2.42265, 1.16605], [1.86713, 3.87992, 1.56757], [2.87351, 3.84794, 0.12979], [0.05583, 4.62997, -0.09824], [-1.79631, 3.83311, -1.50296], [-1.85581, 1.51221, -2.29081], [0.33714, -1.40488, -3.37011], [-0.44695, 0.16463, -3.61034], [-2.53558, -0.77849, -2.50595], [-2.07477, -1.49923, -4.04090], [-0.88811, -3.33861, -2.59107], [-2.62765, -3.37951, -2.82516], [-2.27975, -3.82937, -0.51228], [-2.94268, -2.19441, -0.63792], [-0.55759, -1.40931, -0.63736], [-0.14470, -2.94067, -0.12427], [-2.06933, -1.23234, 1.30787], [-1.48162, -2.81843, 1.84603], [-0.98027, 0.67178, 2.10679], [0.95155, 1.75036, 3.16673], [3.02323, 0.46774, 3.56596], [3.14043, -1.90859, 2.91948], [1.19410, -3.00923, 1.91263], [1.80971, 0.73599, -0.23214]], "forces_ev_per_a": [[0.1, 0.0, 0.0], [-0.1, -0.1, -0.1], [0.0, 0.0, 0.0], [0.0, 0.0, 0.0], [0.0, -0.3, -0.1], [0.2, 0.2, 0.1], [-0.1, 0.2, 0.2], [-0.2, -0.1, -0.6], [0.4, 0.0, 0.1], [-0.1, 0.2, 0.1], [-0.4, -0.4, -0.5], [0.2, 0.3, -0.2], [0.1, 0.2, 0.6], [0.0, 0.0, 0.0], [-0.1, -0.1, 0.0], [0.0, 0.0, 0.0], [0.0, 0.1, 0.0], [0.1, -0.1, -0.1], [-0.1, 0.1, 0.0], [-0.1, -0.1, -0.2], [0.1, 0.0, 0.1], [0.0, 0.0, 0.1], [0.1, 0.0, 0.0], [0.0, 0.1, 0.0], [-0.1, 0.1, 0.0], [-0.1, -0.1, -0.1], [-0.1, 0.1, 0.0], [0.1, 0.0, 0.1], [-0.1, 0.1, -0.1], [0.0, 0.0, 0.0], [0.0, -0.1, 0.0], [0.0, -0.1, 0.1], [0.1, 0.1, 0.1], [0.1, 0.0, 0.1], [0.0, -0.4, 0.3], [-0.1, 0.1, 0.0], [0.0, -0.1, -0.1], [0.0, 0.0, -0.2], [-0.1, 0.1, 0.0], [0.0, 0.1, 0.0], [0.1, 0.0, 0.1], [0.1, -0.1, 0.0], [0.0, -0.2, 0.0], [0.1, -0.1, 0.0]], "homo_ev": -11.8, "lumo_ha": -0.08783, "total_charge": 1, "relative_energy_kcal_mol": 0.2}

---

{"formula": "C18H24NO3", "method": "ωB97M-V with the def2-TZVPD basis set", "species": ["C", "C", "C", "C", "C", "O", "C", "C", "H", "H", "H", "H", "H", "H", "H", "H", "H", "H", "H", "H", "C", "C", "O", "C", "C", "N", "C", "C", "C", "C", "C", "C", "C", "O", "H", "H", "H", "H", "H", "H", "H", "H", "H", "H", "H", "H"], "positions_angstrom": [[-4.45771, 1.30926, -0.55971], [-4.24172, -0.14780, -0.97411], [-3.34621, -0.96216, -0.02592], [-1.86339, -0.81375, -0.33694], [-1.27307, 0.57185, -0.16247], [-0.11295, 0.76284, -0.57093], [-2.10515, 1.70554, 0.40811], [-3.20183, 2.18074, -0.54936], [-5.18254, 1.75833, -1.25301], [-4.91157, 1.33447, 0.44081], [-5.22728, -0.63410, -1.03199], [-3.81656, -0.17879, -1.98662], [-3.52202, -0.69266, 1.02142], [-3.61129, -2.02128, -0.12481], [-1.27445, -1.49154, 0.30293], [-1.66021, -1.12237, -1.37674], [-2.52931, 1.38276, 1.37074], [-1.41157, 2.53516, 0.60356], [-2.78569, 2.26391, -1.56182], [-3.49456, 3.20089, -0.26501], [1.15645, 5.12637, 0.24683], [1.65746, 3.89471, -0.45945], [1.43776, 2.79863, 0.47516], [1.97969, 1.63081, 0.04946], [1.37458, 0.46855, 0.75750], [1.94465, -0.67719, 0.53833], [1.79185, -1.80390, 1.16822], [2.53172, -2.96922, 0.74887], [2.36401, -4.25923, 1.30813], [3.03856, -5.35467, 0.76939], [3.93439, -5.17199, -0.30003], [4.17404, -3.88391, -0.80206], [3.47948, -2.79281, -0.27717], [2.78523, 1.52363, -0.85637], [1.11774, 5.96255, -0.45368], [0.15793, 4.97478, 0.66920], [1.84057, 5.39412, 1.05994], [1.07508, 3.67683, -1.36643], [2.72515, 3.97480, -0.70180], [0.71426, 0.67855, 1.60359], [1.12224, -1.87992, 2.03633], [1.70167, -4.37212, 2.17087], [2.89077, -6.35259, 1.18751], [4.47084, -6.03190, -0.71118], [4.90989, -3.71684, -1.59007], [3.65304, -1.77932, -0.63921]], "forces_ev_per_a": [[0.0, 0.1, -0.2], [-0.2, -0.1, 0.2], [0.0, -0.1, -0.3], [0.3, -0.3, 0.3], [1.1, 0.3, -1.4], [-3.9, 0.0, -1.1], [0.6, -0.1, 0.3], [-0.2, 0.1, 0.0], [0.0, 0.0, 0.2], [0.0, 0.0, -0.1], [0.2, 0.1, 0.0], [0.0, 0.0, 0.1], [-0.2, 0.0, -0.1], [0.1, 0.1, 0.1], [-0.1, 0.2, -0.2], [0.0, 0.0, 0.3], [-0.1, 0.2, -0.1], [-0.1, -0.3, 0.0], [0.0, -0.1, 0.1], [0.0, -0.1, 0.0], [0.1, 0.3, 0.1], [-0.3, -0.6, 0.7], [0.5, 1.2, -0.8], [-0.3, -2.5, 0.6], [2.8, 1.1, 1.2], [0.5, 0.2, -0.2], [-0.5, -0.6, 0.6], [-0.1, 0.3, 0.0], [0.1, 0.1, -0.2], [0.3, 0.5, -0.2], [0.0, -0.3, 0.1], [-0.5, 0.3, 0.5], [0.6, -0.7, -0.5], [-0.2, 0.9, 0.1], [0.0, 0.1, 0.0], [0.1, 0.0, -0.1], [-0.2, 0.0, -0.1], [0.3, 0.0, 0.1], [-0.3, -0.1, -0.1], [0.0, -0.1, 0.0], [0.0, -0.1, 0.0], [0.1, -0.1, -0.3], [0.0, 0.2, -0.1], [-0.2, 0.2, 0.1], [-0.2, -0.1, 0.1], [-0.1, -0.3, 0.0]], "homo_ev": -1.8, "lumo_ha": 0.10790, "total_charge": -1}

---

{"formula": "C18H25BrInN13OS2", "method": "ωB97M-V with the def2-TZVPD basis set", "species": ["In", "N", "C", "N", "N", "N", "N", "C", "N", "N", "N", "N", "H", "O", "S", "C", "C", "C", "C", "H", "H", "H", "H", "H", "H", "H", "H", "C", "N", "C", "N", "C", "N", "C", "N", "C", "C", "H", "H", "H", "H", "H", "H", "H", "H", "H", "H", "H", "H", "S", "Br", "C", "C", "C", "C", "C", "C", "H", "H", "H", "H"], "positions_angstrom": [[0.47114, 0.88530, 0.84316], [1.08031, 4.37296, 1.44283], [1.93509, 3.75838, 0.57206], [2.92450, 4.41625, -0.03187], [3.50393, 3.50166, -0.80551], [2.91453, 2.36742, -0.68972], [1.90197, 2.47937, 0.18012], [-0.02952, 3.84308, 2.03688], [-0.83051, 4.55380, 2.83073], [-1.78783, 3.69969, 3.18302], [-1.59606, 2.54927, 2.64449], [-0.48697, 2.59551, 1.89441], [1.26182, 5.34812, 1.61914], [-1.91754, -1.65783, 0.73641], [-2.32814, -0.50883, 1.56669], [-4.08447, -0.99188, 2.06259], [-4.04149, -1.67807, 3.42328], [-2.58472, -2.06084, 3.68257], [-1.77299, -0.85928, 3.26214], [-4.42652, -1.64627, 1.26300], [-4.68160, -0.08604, 2.08035], [-4.70064, -2.55173, 3.45516], [-4.36415, -0.97843, 4.19882], [-2.30066, -2.90504, 3.04966], [-2.41495, -2.33926, 4.72587], [-0.69162, -1.02033, 3.23790], [-2.00945, 0.04251, 3.82598], [2.93708, -0.81356, -0.68270], [3.69122, -1.91612, -1.28418], [3.39671, -1.93258, -2.70850], [1.97224, -2.10119, -2.98907], [1.26203, -0.99065, -2.34082], [1.50511, -0.95997, -0.91347], [1.07177, -2.22319, -0.33053], [1.77855, -3.35991, -0.92258], [3.20411, -3.15579, -0.69272], [1.52989, -3.34000, -2.35357], [3.27482, 0.14024, -1.09736], [3.10890, -0.80383, 0.39662], [3.94700, -2.75778, -3.18111], [3.72407, -0.98475, -3.14880], [0.19080, -1.11484, -2.52594], [1.59582, -0.04879, -2.78901], [-0.00365, -2.34783, -0.47932], [1.27155, -2.18574, 0.74480], [3.75840, -4.00273, -1.12037], [3.37384, -3.11894, 0.38705], [0.45394, -3.45476, -2.52434], [2.05963, -4.18002, -2.82029], [1.50514, -0.37821, 2.53514], [-3.41235, 2.78614, -4.65620], [-2.35402, 2.20976, -3.15255], [-2.46936, 0.91179, -2.70431], [-1.70467, 0.52138, -1.61386], [-0.84455, 1.39627, -0.96149], [-0.77461, 2.69470, -1.45485], [-1.50835, 3.11615, -2.55253], [-3.13962, 0.21483, -3.19235], [-1.79687, -0.49592, -1.25800], [-0.12827, 3.41785, -0.97645], [-1.41973, 4.12852, -2.92652]], "forces_ev_per_a": [[0.1, -0.2, -0.7], [0.2, 0.5, 0.1], [0.5, -0.3, -0.5], [-0.5, 0.3, 0.5], [0.4, -0.2, -0.4], [0.3, -0.4, -0.4], [-0.1, 0.8, 0.5], [-0.9, -0.3, 0.3], [0.7, 0.3, -0.3], [-0.5, -0.1, 0.3], [-0.4, -0.4, 0.1], [0.5, 0.9, 0.1], [-0.1, -0.2, 0.0], [0.5, -1.0, -0.8], [-1.2, 0.1, 1.2], [0.4, 0.6, 0.0], [0.1, -0.2, 0.1], [-0.2, -0.1, 0.1], [-0.2, -0.1, -0.2], [0.2, 0.1, -0.1], [-0.2, 0.1, -0.1], [0.0, 0.1, 0.0], [0.0, 0.0, 0.0], [0.0, -0.1, 0.1], [0.0, 0.0, 0.0], [0.0, 0.2, -0.1], [0.1, 0.1, 0.1], [0.5, 0.3, 0.2], [0.2, 0.0, 0.0], [0.2, -0.1, -0.2], [0.0, 0.0, -0.2], [-0.2, 0.2, -0.4], [-0.1, 0.3, 0.1], [-0.3, -0.3, 0.4], [-0.1, -0.2, 0.0], [0.2, -0.3, 0.1], [0.0, -0.2, -0.2], [-0.1, -0.2, 0.0], [-0.1, 0.0, 0.0], [0.0, 0.1, 0.0], [0.0, -0.1, 0.0], [0.1, 0.1, 0.0], [-0.1, 0.0, 0.1], [0.1, 0.0, 0.0], [-0.1, 0.0, -0.1], [0.0, 0.1, 0.0], [0.0, 0.0, -0.1], [0.1, 0.0, 0.0], [0.0, 0.0, 0.0], [-0.1, 0.1, -0.1], [0.1, -0.1, 0.1], [-0.2, 0.1, -0.3], [-0.2, -0.1, -0.1], [0.0, -0.1, 0.0], [0.5, -0.5, 0.8], [0.1, 0.1, 0.1], [0.0, 0.1, -0.1], [0.0, 0.0, 0.0], [0.0, -0.1, 0.0], [0.1, 0.1, 0.0], [0.0, 0.0, 0.0]], "homo_ev": -1.5, "lumo_ha": 0.14716, "total_charge": -2, "relative_energy_kcal_mol": 14.7}

---

Largest force on an atom (computed, eV/Å): 1.81; 1.57; 0.71; 4.01; 1.69